Density functional theory data (ωB97M-V with the def2-TZVPD basis set) for a molecular structure, C21H31NOP2SY in a non-equilibrium geometry.

For the strongest force on any atom, the calculation gives 3.3 eV/A. The value obtained for the HOMO energy is -0.292 Eh. As for the energy: -2067.57251 Ha.

Structure (ORCA input):
```
! wB97M-V def2-TZVPD RIJCOSX def2/J DEFGRID3
* xyz 1 1
C 1.162 -2.185 -3.617
C 0.136 -1.655 -2.842
C -0.486 -2.566 -1.943
C 0.232 -3.678 -1.360
C 1.544 -3.853 -1.884
C 1.914 -3.254 -3.088
C -0.228 -4.173 -0.102
C -1.432 -3.623 0.467
C -2.050 -2.521 -0.243
C -2.936 -1.591 0.377
C -3.554 -2.063 1.518
C -2.992 -3.113 2.258
C -1.867 -3.774 1.805
H 1.481 -1.684 -4.540
H 2.285 -4.429 -1.316
H 2.807 -3.584 -3.613
H 0.512 -4.629 0.588
H -4.405 -1.509 1.910
H -3.461 -3.399 3.203
H -1.278 -4.360 2.505
N -1.674 -2.209 -1.477
Y 1.342 0.796 1.238
C -0.247 -0.197 -2.834
H -1.325 -0.107 -2.653
H 0.025 0.325 -3.766
C -3.050 -0.170 -0.110
H -2.799 -0.156 -1.181
H -4.055 0.266 0.077
P 0.663 0.631 -1.430
P -1.680 0.811 0.797
C -2.448 0.905 2.455
H -1.751 1.458 3.100
H -3.411 1.430 2.409
H -2.588 -0.098 2.878
C -2.038 2.477 0.097
H -2.910 2.899 0.606
H -1.159 3.091 0.289
H -2.212 2.433 -0.981
C 2.382 0.290 -1.903
H 2.465 0.689 -2.919
H 3.114 0.790 -1.252
H 2.580 -0.783 -1.929
C 0.548 2.346 -2.019
H 0.902 3.054 -1.258
H 1.176 2.416 -2.916
H -0.493 2.572 -2.291
H 0.290 -0.457 0.416
H 0.004 -0.701 1.368
C 2.366 3.987 3.659
S 2.420 4.064 1.864
C 4.121 3.574 1.543
O 1.688 2.715 1.664
H 2.549 5.042 3.903
H 3.121 3.294 4.053
H 1.378 3.651 3.997
H 4.575 3.253 2.486
H 4.200 2.765 0.803
H 4.548 4.501 1.136
*
```


Density functional theory data (ωB97M-V with the def2-TZVPD basis set) for a molecular structure, C21H31NPdSSb2Te in a non-equilibrium geometry.

For the strongest force on any atom, the calculation gives 1.7 eV/A. The value obtained for the HOMO energy is -0.508 Eh. As for the energy: -2147.60539 Ha.

Structure (ORCA input):
```
! wB97M-V def2-TZVPD RIJCOSX def2/J DEFGRID3
* xyz 2 1
Pd -0.117 0.835 0.579
C 3.815 0.825 -1.185
Sb 2.447 0.462 0.390
C 2.812 2.336 1.393
C 3.507 -0.904 1.680
C 3.760 -0.297 3.027
C 4.966 0.354 3.262
C 5.213 0.990 4.472
C 4.238 0.981 5.455
C 3.040 0.313 5.233
C 2.792 -0.342 4.032
C 1.494 -1.105 3.870
Sb -0.100 -0.012 3.014
C -0.411 1.494 4.455
C -1.678 -1.351 3.437
H 4.633 1.361 -0.709
H 3.355 1.435 -1.954
H 4.167 -0.103 -1.628
H 3.431 2.177 2.275
H 1.881 2.809 1.698
H 3.341 3.000 0.710
H 4.430 -1.100 1.134
H 2.929 -1.824 1.711
H 5.726 0.362 2.489
H 6.163 1.477 4.645
H 4.410 1.475 6.402
H 2.302 0.271 6.025
H 1.114 -1.402 4.849
H 1.591 -2.008 3.269
H -0.365 1.001 5.426
H -1.398 1.931 4.320
H 0.349 2.269 4.394
H -1.648 -1.563 4.505
H -1.545 -2.273 2.875
H -2.641 -0.911 3.183
S -4.708 0.992 0.676
C -3.119 1.396 1.095
N -2.172 0.654 0.584
C -2.718 -0.353 -0.231
C -2.016 -1.341 -0.926
C -2.735 -2.242 -1.677
C -4.137 -2.181 -1.746
C -4.840 -1.219 -1.057
C -4.109 -0.305 -0.295
H -2.918 2.215 1.772
H -0.938 -1.399 -0.869
H -2.213 -3.016 -2.224
H -4.673 -2.902 -2.346
H -5.920 -1.175 -1.102
C 1.390 3.354 -1.956
Te -0.422 2.361 -1.530
C -1.091 3.911 -0.250
H 1.129 4.231 -2.544
H 2.024 2.703 -2.548
H 1.878 3.643 -1.031
H -0.409 4.009 0.590
H -2.094 3.673 0.087
H -1.114 4.833 -0.827
*
```


Density functional theory data (ωB97M-V with the def2-TZVPD basis set) for 10 unconnected molecules or ions with the total composition C21H32Cl27N2O4 in a non-equilibrium geometry.

For the strongest force on any atom, the calculation gives 3.0 eV/A. The value obtained for the HOMO energy is -0.149 Eh. As for the energy: -13654.98538 Ha.

Structure (ORCA input):
```
! wB97M-V def2-TZVPD RIJCOSX def2/J DEFGRID3
* xyz -1 1
C 0.446 0.188 -3.453
C 0.034 1.530 -2.771
O -1.053 1.960 -3.046
N 0.952 2.225 -1.872
C 1.057 3.607 -2.406
C 0.385 2.293 -0.506
C 0.736 1.071 0.388
C 2.247 0.922 0.773
C 3.009 2.245 1.100
C 2.902 2.718 2.606
N 1.739 2.187 3.342
C 0.530 2.995 3.175
C 0.604 4.454 3.774
C 0.656 5.470 2.572
O -0.602 4.825 4.493
C 4.206 2.183 3.324
O 5.234 2.874 3.427
O 4.195 0.979 3.770
H 0.889 0.367 -4.464
H -0.436 -0.459 -3.636
H 1.172 -0.339 -2.799
H 1.749 4.233 -1.802
H 1.453 3.614 -3.451
H 0.072 4.135 -2.427
H 0.656 3.239 0.023
H -0.737 2.319 -0.595
H 0.477 0.163 -0.220
H 0.084 0.998 1.291
H 2.843 0.348 0.019
H 2.279 0.295 1.701
H 4.093 2.035 0.920
H 2.759 3.112 0.446
H 2.997 3.831 2.621
H 2.034 2.175 4.321
H -0.292 2.466 3.735
H 0.186 3.081 2.124
H 1.442 4.607 4.493
H 1.551 5.334 1.929
H 0.540 6.488 2.984
H -0.240 5.221 1.936
H -0.861 4.074 5.048
C 0.383 -3.476 -1.207
Cl 1.400 -2.348 -0.300
Cl -0.279 -2.691 -2.650
Cl 1.302 -4.921 -1.646
H -0.443 -3.778 -0.577
C 1.659 -3.654 -6.065
Cl 0.423 -2.977 -7.130
Cl 2.178 -2.451 -4.881
Cl 1.058 -5.108 -5.262
H 2.517 -3.929 -6.669
C 2.227 9.093 4.405
Cl 1.561 10.443 3.473
Cl 1.032 8.487 5.558
Cl 2.764 7.801 3.334
H 3.085 9.454 4.961
C -1.162 -5.428 2.488
Cl -0.183 -4.130 1.804
Cl -2.323 -4.784 3.658
Cl -1.997 -6.315 1.207
H -0.504 -6.117 3.006
C -1.659 7.418 0.114
Cl -0.596 8.437 1.089
Cl -2.313 8.332 -1.253
Cl -0.800 5.983 -0.454
H -2.487 7.096 0.736
C -5.375 -3.665 1.664
Cl -4.572 -3.892 0.106
Cl -5.943 -2.001 1.829
Cl -6.717 -4.802 1.849
H -4.654 -3.858 2.450
C -5.182 -8.648 1.628
Cl -5.149 -8.003 3.271
Cl -5.167 -7.339 0.446
Cl -3.816 -9.743 1.363
H -6.099 -9.213 1.501
C 1.172 0.195 -9.933
Cl 1.722 1.690 -10.698
Cl 1.812 -1.213 -10.790
Cl 1.642 0.154 -8.233
H 0.090 0.163 -9.988
C -2.582 -13.173 0.518
Cl -1.089 -13.055 -0.418
Cl -3.893 -13.815 -0.477
Cl -2.341 -14.174 1.954
H -2.859 -12.176 0.842
*
```


Density functional theory data (ωB97M-V with the def2-TZVPD basis set) for a single C21H32ClN3 molecule in a non-equilibrium geometry.

The SMILES is CC(C)/C=C/CN1CCC[C@H](N2CCN(c3cccc(Cl)c3)CC2)C1. For the strongest force on any atom, the calculation gives 15.8 eV/A. The value obtained for the HOMO energy is -0.252 Eh. As for the energy: -1443.09587 Ha.

Structure (ORCA input):
```
! wB97M-V def2-TZVPD RIJCOSX def2/J DEFGRID3
* xyz 0 1
C 0.457 3.507 -6.420
H -0.605 3.177 -6.659
H 0.973 2.635 -6.739
H 0.665 4.171 -7.235
C 0.816 3.823 -5.158
C 0.482 3.004 -3.861
C 0.166 1.815 -3.901
C -0.336 0.729 -2.903
N -0.523 1.467 -1.625
C -1.738 2.210 -1.571
C -3.093 1.265 -1.058
C -2.680 0.366 0.180
H -3.201 -0.363 0.249
H -2.582 1.260 0.965
C -1.243 -0.338 -0.115
N -0.841 -1.005 1.203
C 0.221 -2.081 0.790
H -0.128 -2.582 -0.042
C -0.128 -3.089 1.886
N 0.312 -2.359 3.320
C 0.882 -3.252 4.260
C 1.942 -3.929 4.220
C 2.515 -4.609 5.113
C 2.211 -4.384 6.519
C 0.911 -3.818 6.534
C 0.457 -2.946 5.524
H -0.177 -2.392 5.791
Cl 0.430 -3.392 8.230
H 2.771 -4.973 7.293
H 3.493 -5.262 4.835
H 2.222 -4.161 3.007
C -0.603 -1.486 3.443
H -0.320 -0.790 4.379
C -0.427 -0.434 2.290
H -1.180 0.404 2.515
H 0.289 0.134 2.281
H -1.683 -1.848 3.501
H 0.753 -3.707 1.932
H -1.055 -3.512 2.064
H 0.997 -1.675 0.917
C -0.046 0.994 -0.428
H 0.831 0.504 -0.297
H -0.028 1.531 0.478
H -1.175 -0.943 -0.884
H -3.138 0.426 -1.908
H -3.794 1.864 -1.184
H -1.878 2.760 -2.545
H -1.560 3.045 -0.869
H 0.464 0.126 -2.793
H -1.178 0.176 -2.973
H -0.207 1.270 -5.031
H 0.448 3.392 -2.954
C 2.049 4.452 -5.085
H 2.434 4.956 -3.937
H 2.478 5.310 -5.705
H 2.783 3.786 -4.931
H 0.095 4.771 -4.911
*
```


Density functional theory data (ωB97M-V with the def2-TZVPD basis set) for a molecular structure, C21H32HfN12O7PS4 in a non-equilibrium geometry.

Its expectation value of S² is 0.76. For the strongest force on any atom, the calculation gives 2.9 eV/A. The value obtained for the HOMO energy (alpha / beta) is -0.056 / -0.110 Eh. As for the energy: -3985.47401 Ha.

Structure (ORCA input):
```
! wB97M-V def2-TZVPD RIJCOSX def2/J DEFGRID3
* xyz -2 2
Hf 0.337 -0.114 -0.146
C 6.108 -0.184 0.957
C 5.682 -0.127 -0.472
O 5.011 1.062 -0.851
P 3.455 1.325 -0.322
S 2.316 0.401 -1.812
S 0.392 2.272 -0.091
O 3.558 2.925 -0.795
C 3.495 3.878 0.308
C 4.915 4.058 0.737
H 5.440 -0.847 1.518
H 6.138 0.768 1.457
H 7.101 -0.635 1.074
H 5.170 -1.019 -0.646
H 6.507 -0.108 -1.164
H 2.803 3.485 1.109
H 3.006 4.736 -0.072
H 5.311 3.184 1.184
H 5.024 4.831 1.473
H 5.614 4.311 -0.123
C -2.141 -1.998 1.025
O -1.728 -1.064 -0.032
C -2.860 -0.252 -0.442
C -2.565 0.119 -1.877
O -1.211 0.297 -1.993
C -0.838 0.821 -3.264
H -2.628 -1.473 1.880
H -1.239 -2.544 1.255
H -2.883 -2.635 0.543
H -2.948 0.673 0.151
H -3.835 -0.794 -0.422
H -3.160 1.081 -2.071
H -2.821 -0.753 -2.501
H -0.874 0.058 -3.995
H 0.176 1.194 -3.167
H -1.502 1.630 -3.533
N 1.972 -1.006 3.110
C 0.720 -0.442 3.114
N 0.125 -0.084 4.285
N -1.038 0.414 3.818
N -1.181 0.303 2.572
N -0.052 -0.249 2.041
C 2.452 -1.723 2.016
N 3.361 -2.638 2.058
N 3.443 -3.025 0.757
N 2.658 -2.384 0.024
N 1.981 -1.477 0.785
H 2.295 -1.230 4.021
C -3.914 5.216 0.006
C -3.271 4.531 1.170
C -4.022 4.032 2.265
C -3.303 3.495 3.352
N -1.996 3.492 3.415
C -1.394 3.777 2.249
S 0.320 3.335 2.213
N -1.969 4.306 1.171
H -4.935 5.330 0.325
H -3.900 4.547 -0.844
H -3.464 6.166 -0.245
H -5.119 4.006 2.342
H -3.835 3.075 4.243
N 0.593 -2.107 -2.083
C -0.479 -3.104 -2.082
C -0.418 -4.239 -1.276
C -1.515 -5.127 -1.275
C -2.631 -4.937 -2.073
C -2.604 -3.866 -2.965
C -1.604 -2.909 -2.883
S -4.140 -5.869 -1.929
O -4.484 -5.849 -0.540
O -3.845 -7.230 -2.426
O -5.130 -5.102 -2.722
H 0.764 -1.583 -2.907
H 1.537 -2.395 -1.814
H 0.352 -4.453 -0.550
H -1.545 -5.896 -0.575
H -3.486 -3.656 -3.571
H -1.626 -2.007 -3.477
*
```


Density functional theory data (ωB97M-V with the def2-TZVPD basis set) for a molecular structure, C21H32IrNO2S2.

Its expectation value of S² is 0.75. For the strongest force on any atom, the calculation gives 0.3 eV/A. The value obtained for the HOMO energy (alpha / beta) is -0.363 / -0.411 Eh. As for the energy: -1925.11373 Ha.

Structure (ORCA input):
```
! wB97M-V def2-TZVPD RIJCOSX def2/J DEFGRID3
* xyz 1 2
Ir 0.465 -1.702 0.287
C -2.919 -1.119 0.209
C -1.775 -2.092 0.220
C -1.233 -2.558 1.456
C -1.830 -2.062 2.746
C -0.128 -3.471 1.441
C 0.520 -3.900 2.732
C 0.360 -4.016 0.209
C 1.406 -5.100 0.223
C -0.111 -3.476 -1.011
C 0.518 -3.871 -2.319
C -1.174 -2.510 -1.000
C -1.664 -1.962 -2.316
H -3.844 -1.646 -0.042
H -2.759 -0.331 -0.521
H -3.038 -0.631 1.167
H -1.704 -0.982 2.827
H -1.395 -2.540 3.616
H -2.899 -2.280 2.755
H -0.012 -4.749 3.168
H 0.523 -3.094 3.460
H 1.554 -4.193 2.573
H 2.415 -4.690 0.288
H 1.345 -5.705 -0.677
H 1.258 -5.763 1.072
H -0.054 -4.672 -2.793
H 1.538 -4.215 -2.182
H 0.544 -3.029 -3.006
H -1.000 -1.177 -2.685
H -2.662 -1.546 -2.228
H -1.701 -2.750 -3.066
O 1.100 -0.302 -1.019
N 2.061 0.545 -0.602
C 2.405 1.521 -1.473
C 3.367 2.430 -1.146
C 3.992 2.330 0.104
C 3.619 1.333 0.967
C 2.617 0.418 0.610
S 2.066 -0.831 1.663
H 1.860 1.498 -2.404
H 3.629 3.202 -1.853
H 4.764 3.032 0.386
H 4.078 1.223 1.939
C 1.240 3.418 3.539
C 0.367 2.202 3.277
S -0.217 2.107 1.573
O -1.194 0.974 1.533
C -1.192 3.629 1.500
C -2.309 3.700 2.526
H 1.767 3.305 4.486
H 0.652 4.334 3.595
H 1.991 3.544 2.756
H -0.517 2.161 3.914
H 0.918 1.269 3.409
H -1.586 3.618 0.482
H -0.487 4.459 1.568
H -2.852 2.755 2.560
H -3.014 4.485 2.255
H -1.932 3.924 3.523
*
```